*a*
This record from OMol25 describes a single C4H9NO4 molecule. The level of theory is ωB97M-V with the def2-TZVPD basis set.

Geometry as XYZ:
```
18
C4H9NO4, DFT ωB97M-V with the def2-TZVPD basis set
O -2.1115 1.2011 0.4253
H 1.9033 0.2407 0.2884
O 0.0899 -2.1747 -0.7372
O -0.0571 0.3365 1.8911
H 0.9040 -2.0170 1.1724
O -1.8130 -0.3145 -1.2044
H -0.8643 -2.1223 1.0526
C -1.4904 0.3360 -0.1138
H 0.8724 -1.7700 -1.1395
C 0.9000 1.7100 -0.6907
C -0.0393 -0.1696 0.5916
H -1.2168 -1.0890 -1.3443
H -0.7478 1.0173 1.9381
H 0.7887 2.4271 0.1308
N 1.0405 0.3288 -0.2433
H 1.7839 1.9705 -1.2709
H 0.0275 1.7883 -1.3387
C 0.0300 -1.6990 0.5925
```

For the orbital gap, the calculation gives 10.72 eV. The net charge is 0.

=====

*b*
This record from OMol25 describes 2 unconnected molecules or ions with the total composition C4H9NO4. The level of theory is ωB97M-V with the def2-TZVPD basis set.

Geometry as XYZ:
```
18
C4H9NO4, DFT ωB97M-V with the def2-TZVPD basis set
N -0.8831 -0.1749 0.3446
O 2.6842 0.7264 0.2348
H -2.5997 -1.3459 0.2170
H -0.8377 -1.5616 1.8911
H -0.9265 2.6114 -0.9098
H 0.5628 -1.6417 0.7843
C -1.8608 -0.8927 -0.4477
H -2.3738 -0.2187 -1.1266
C -0.3873 1.0165 -0.0419
H 1.2835 0.3862 -1.1525
C 2.4162 0.1641 -0.8954
O 0.4127 1.6698 0.6844
C -0.1365 -0.9737 1.2989
H -1.3702 -1.6842 -1.0199
O 3.0088 -0.6625 -1.5200
H 1.7427 1.2290 0.6231
O -1.1725 1.6759 -0.9191
H 0.4373 -0.3231 1.9547
```

For the orbital gap, the calculation gives 10.12 eV. The net charge is 0.

=====

*c*
This record from OMol25 describes 2 unconnected molecules or ions with the total composition C4H9NO4. The level of theory is ωB97M-V with the def2-TZVPD basis set.

Geometry as XYZ:
```
18
C4H9NO4, DFT ωB97M-V with the def2-TZVPD basis set
O -2.8603 -1.1985 -0.0910
N -0.9636 0.8556 -1.5876
H 2.8250 -1.8977 0.5031
H -2.1207 -1.7760 0.1681
H -1.0548 1.6953 -2.1452
C -0.8121 0.9740 -0.2405
C 2.0938 -1.1918 0.9032
H 1.2482 1.6300 -0.2023
O 0.7276 -1.5850 0.7410
H 2.3199 -0.7393 1.8695
H -2.6054 -0.8001 -0.9955
H -0.1093 1.7911 1.8046
H -0.7270 0.0152 -2.0977
O 0.5886 1.1283 1.6767
O -1.7000 1.3992 0.4988
C 1.2136 -0.4844 -0.0208
C 0.6226 0.8771 0.3071
H 1.3137 -0.6931 -1.0914
```

For the orbital gap, the calculation gives 10.73 eV. The net charge is 0.

=====

*d*
This record from OMol25 describes 2 unconnected molecules or ions with the total composition C4H9NO4. The level of theory is ωB97M-V with the def2-TZVPD basis set.

Geometry as XYZ:
```
18
C4H9NO4, DFT ωB97M-V with the def2-TZVPD basis set
O 1.9983 1.5892 -0.4899
C 1.9618 -0.2615 0.7561
N 1.4755 0.9363 0.5835
H 2.6639 1.0412 -0.7159
H -0.8448 -2.4197 0.1722
H 1.5521 -0.9331 1.5544
H 0.7994 -0.9760 -1.5800
H -3.0276 -0.3862 -0.2418
H -0.8589 0.8902 -1.4266
O -2.4831 1.4174 0.3289
H -1.8830 -0.3722 1.1023
C -2.1570 0.0809 0.1282
O 0.0299 -2.2869 -0.2375
H 0.7284 1.5722 1.0391
C -0.0026 -0.9975 -0.8219
H -1.7358 1.8748 0.7310
O 2.7478 -0.7608 -0.0381
C -0.9644 -0.0082 -0.8440
```

For the orbital gap, the calculation gives 9.12 eV. The net charge is 0.

=====

Energies relative to the most stable structure, in hartree: *a* 0.0000; *b* 0.0054; *c* 0.0748; *d* 0.1525.

=====

*a*
This record from OMol25 describes 5 unconnected molecules or ions with the total composition C4H16NO3. The level of theory is ωB97M-V with the def2-TZVPD basis set.

Geometry as XYZ:
```
24
C4H16NO3, DFT ωB97M-V with the def2-TZVPD basis set
O -0.2953 -0.1362 2.5793
H 2.3730 0.0468 -0.7753
H 0.7470 -0.6507 -0.7917
H -4.5188 -0.5834 0.7516
H -0.4796 -0.8712 3.1747
H 1.6281 3.4493 -0.0840
H -0.5000 -0.3253 1.6396
C -4.1953 -0.7677 -1.2552
H -4.0369 -1.4032 -2.1186
H 0.1581 -1.8898 0.2117
H 1.2625 1.1920 0.8402
H 1.9665 2.6813 -1.6758
C -4.9052 -1.0597 -0.1552
H 4.6032 -0.2297 0.6186
H 2.8700 2.2313 -0.3238
H -5.5838 -1.9161 -0.0943
C 1.8347 2.5155 -0.5908
O -0.3852 -1.0768 0.2042
H -3.4109 -0.0071 -1.2550
N 1.3703 0.1817 -1.0719
O 4.0949 -0.6206 -0.0914
H 4.4280 -1.4162 -0.5116
C 0.9777 1.2948 -0.2378
H -0.0789 1.5713 -0.3732
```

For the orbital gap, the calculation gives 2.87 eV. The net charge is +1.

=====

*b*
This record from OMol25 describes 3 unconnected molecules or ions with the total composition C4H16NO3. The level of theory is ωB97M-V with the def2-TZVPD basis set.

Geometry as XYZ:
```
24
C4H16NO3, DFT ωB97M-V with the def2-TZVPD basis set
H -0.8569 -2.3198 0.8143
H -1.6913 -0.1871 -0.6918
O 1.1579 -0.3854 -1.0920
C -0.4691 -0.1222 1.0934
C 0.6102 -1.6387 -0.6690
H 1.4865 -2.2968 -0.5493
O 3.3335 0.5870 0.4851
H 4.1637 0.3838 0.0511
N -2.8683 0.1628 1.1251
C -0.0557 -1.5930 0.7478
H -2.9334 0.7554 1.9520
O -0.4241 1.9450 -1.7650
H -3.7225 0.3317 0.5959
H 3.2960 1.5245 0.7592
H 2.0212 -0.2519 -0.6844
H 0.3601 1.3929 -1.7934
H -0.0261 -1.9350 -1.4939
H -0.7113 -0.1970 2.1600
H -1.6777 1.4812 0.0932
C -1.5874 0.4121 0.2059
H -0.4875 2.3821 -2.6284
H 0.3717 0.5575 1.0533
H 0.7598 -1.8787 1.4217
H -2.7796 -0.7875 1.4835
```

For the orbital gap, the calculation gives 10.20 eV. The net charge is +1.

=====

Energies relative to the most stable structure, in hartree: *a* 0.3047; *b* 0.0000.

=====

*a*
This record from OMol25 describes a molecular structure, C3H5N3OS. The level of theory is ωB97M-V with the def2-TZVPD basis set.

Geometry as XYZ:
```
13
C3H5N3OS, DFT ωB97M-V with the def2-TZVPD basis set
N -0.5378 0.5785 -0.6481
C -1.7306 0.2352 0.0026
H 1.2453 0.6309 1.8258
H -0.8895 1.0330 -1.6003
N -1.5846 -0.9117 0.6632
C 1.8443 1.1010 0.8637
N 0.2821 -0.5187 -0.6495
C -0.3242 -1.1283 0.4008
H 2.9392 1.5484 1.1144
S 2.0426 -0.2576 -0.3404
O -2.8873 0.7167 -0.0424
H 0.1747 -1.9914 0.8514
H 1.0921 1.8826 0.4322
```

For the orbital gap, the calculation gives 9.64 eV. The net charge is 0.

=====

*b*
This record from OMol25 describes a single C3H5N3OS molecule. The level of theory is ωB97M-V with the def2-TZVPD basis set.

Geometry as XYZ:
```
13
C3H5N3OS, DFT ωB97M-V with the def2-TZVPD basis set
H 2.7941 0.0148 0.2223
C -0.7417 -0.4227 0.0749
H 0.3621 -0.6311 -2.5505
N -0.5562 -1.3470 -0.9625
S 1.8067 0.6126 -0.7422
O -0.5202 -0.5766 -2.2961
H 0.3976 1.8434 2.3393
C -0.0648 1.0929 1.6452
N -1.0884 0.2577 2.0524
H -1.4782 -1.8785 -0.8417
C 0.2736 0.6148 0.3068
H -1.3813 0.0767 3.0949
N -1.5329 -0.6712 1.1699
```

For the orbital gap, the calculation gives 9.21 eV. The net charge is 0.

=====

Energies relative to the most stable structure, in hartree: *a* 0.0000; *b* 0.0352.

=====

*a*
This record from OMol25 describes a gas-phase ion, C5H8N3O2 (charge +1). The level of theory is ωB97M-V with the def2-TZVPD basis set.

Geometry as XYZ:
```
18
C5H8N3O2, DFT ωB97M-V with the def2-TZVPD basis set
C 0.8169 1.2927 -0.7932
C 0.9211 -1.1861 -0.2983
H 0.8571 1.2504 -1.9340
C -1.6889 -1.1706 0.2370
N 0.7061 2.4401 0.0812
N 0.8438 0.2500 0.1865
C 0.7443 0.7431 1.5487
H 0.6393 3.3804 -0.3306
C -0.5691 -1.5140 -0.8780
O -2.3567 0.0782 0.3449
H -0.7619 -0.7778 -1.7483
H 1.1019 -1.9001 0.5838
H 0.7214 0.0817 2.4835
H 1.7171 -1.3202 -1.1152
H -1.7235 0.8299 0.3950
N 0.6626 2.1620 1.4122
O -1.9611 -2.0598 1.0876
H -0.6706 -2.5799 -1.2630
```

For the orbital gap, the calculation gives 9.20 eV. The net charge is +1.

=====

*b*
This record from OMol25 describes 2 unconnected molecules or ions with the total composition C5H8N3O2. The level of theory is ωB97M-V with the def2-TZVPD basis set.

Geometry as XYZ:
```
18
C5H8N3O2, DFT ωB97M-V with the def2-TZVPD basis set
H 0.3120 -2.0241 0.8181
C -0.2856 2.1655 0.2644
C 1.2443 0.5658 0.0147
H -0.6240 3.1946 0.3483
H 0.8260 -0.6369 1.6833
N -0.9753 1.0504 0.1978
H -1.3364 -0.6028 -1.5858
O 3.7852 -1.1240 0.3337
H -0.1495 -1.6633 -1.3960
H 1.8677 2.6931 0.4088
N -0.0791 -0.0283 0.0496
C 0.0256 -1.0689 1.1538
H -0.8993 -0.8680 1.7024
H 0.2700 -0.2049 -2.0137
O 4.3641 0.8296 -0.3950
C -0.3166 -0.6464 -1.3290
N 3.8199 -0.1100 -0.1093
C 1.1632 1.8999 0.2753
```

For the orbital gap (spin up / spin down), the calculation gives 6.97 / 6.97 eV. The net charge is +1.

=====

Energies relative to the most stable structure, in hartree: *a* 0.0000; *b* 0.2483.